Entry 1:
Formula: C19H50Br2N7O2P2
Source: the OMol25 dataset
Level of theory: ωB97M-V/def2-TZVPD

```
82
Properties=species:S:1:pos:R:3:forces:R:3
C 0.82024 4.66974 7.88565 0.3921 0.0385 0.5453
C 2.25930 4.26312 8.24133 -0.4605 0.2482 -0.5300
C 3.20454 4.46950 7.04066 0.2818 -0.6130 0.7340
Br 4.96965 4.90775 7.79427 -0.1052 0.2580 -0.2916
C 3.40814 3.14719 6.29805 0.9388 0.5048 -0.1716
C 2.26578 2.61620 5.43621 0.3739 0.3585 -0.7579
N 2.84105 1.24992 5.11802 -0.3750 0.5033 1.2036
C 4.26817 1.55574 4.76314 1.7711 -0.2559 0.1759
Br 5.46810 0.26889 5.60429 -0.4020 -0.0054 0.0535
C 4.55195 2.99466 5.27388 -1.1981 -0.2628 -1.1123
H 0.50763 4.26805 6.92283 -0.2364 -0.0508 0.0828
H 0.16508 4.33707 8.68982 -0.2332 -0.1127 -0.2409
H 0.72720 5.75513 7.84752 0.0643 0.0053 -0.1482
H 2.59243 4.83701 9.10230 0.0243 0.1133 -0.0886
H 2.30386 3.21673 8.55417 -0.0047 -0.0160 -0.0323
H 2.85686 5.28275 6.40803 0.2846 0.1090 -0.0525
H 3.70876 2.43877 7.08284 -0.5528 -0.1298 0.1130
H 2.30966 3.09560 4.45676 -0.4467 0.4700 0.2199
H 1.24879 2.65431 5.80979 0.0392 -0.6705 0.2014
H 2.84383 0.82746 6.04978 0.0680 -0.8092 -0.3607
H 2.32718 0.67225 4.45039 0.0724 0.0748 -0.1423
H 4.46653 1.39498 3.71010 -0.4843 0.1662 -0.1232
H 5.57178 3.18914 5.57720 -0.0203 -0.3225 0.3149
H 4.34578 3.60945 4.39024 0.1386 0.3931 0.2487
O 0.71310 1.76556 -1.17810 -3.3571 -0.5105 1.4255
P 0.90976 0.41323 -0.56660 6.1452 -1.4975 -1.6707
N 2.02178 0.84385 0.68962 0.6532 0.2773 -0.1897
C 3.32110 0.33360 1.03557 -0.0028 -0.2908 0.1427
C 1.44013 1.60229 1.76048 -0.4713 -0.1506 0.0355
N 1.62101 -0.39485 -1.94039 0.3037 -0.0470 -0.1935
C 3.05101 -0.64786 -2.04578 0.1406 -0.1918 0.2889
C 1.15217 0.12574 -3.22986 -0.2201 0.2888 -0.0453
N 0.40579 -1.06468 0.15211 -3.6919 1.8059 0.6976
C 1.20986 -2.25371 0.27606 0.6949 -0.0997 -0.1806
C -0.96362 -1.42191 -0.26064 -0.0701 0.0201 -0.2677
H 3.28210 -0.36240 1.89773 0.0630 -0.0310 -0.0324
H 3.98750 1.16327 1.31112 -0.0713 0.0480 0.0117
H 3.81420 -0.17725 0.21695 -0.1266 -0.0639 0.0329
H 0.91428 0.93387 2.47532 -0.0016 0.1458 0.1291
H 0.72195 2.33333 1.38415 -0.0611 -0.0707 0.0166
H 2.20058 2.17315 2.30900 0.1468 -0.0258 -0.1669
H 3.65403 0.26307 -1.92263 0.0499 -0.0369 -0.0710
H 3.27815 -1.06335 -3.02775 -0.1432 0.0826 -0.0721
H 3.39327 -1.40718 -1.33904 -0.0424 0.0855 0.1188
H 1.68747 1.03259 -3.53433 -0.0395 0.0289 0.0234
H 0.08991 0.35521 -3.19353 0.0083 -0.0123 -0.0147
H 1.28840 -0.63311 -4.00132 0.0624 -0.1235 0.1290
H 1.26766 -2.81141 -0.66677 0.0328 0.1197 -0.0409
H 0.75067 -2.90267 1.02590 -0.1394 0.0899 -0.0278
H 2.22176 -2.06091 0.62785 0.0195 0.2000 -0.0936
H -0.98972 -1.81643 -1.28586 0.0170 -0.0438 0.0333
H -1.61503 -0.54380 -0.22479 0.0473 -0.0087 0.0067
H -1.39237 -2.16666 0.41246 0.1048 -0.0044 0.0533
O -1.79194 -2.00881 -3.92422 -1.0035 2.9775 2.1000
P -3.25258 -1.96969 -4.27696 -0.7242 -5.2264 -4.2234
N -3.77267 -3.44073 -3.57315 0.4456 -0.3190 -0.2663
C -4.48102 -4.57430 -4.12367 -0.3630 0.0093 -0.1496
C -3.81296 -3.42703 -2.12382 0.0021 0.4749 0.1155
N -3.07048 -2.00295 -6.02429 0.0804 -0.0726 -0.2997
C -3.29850 -3.20800 -6.80977 -0.3177 -0.1391 -0.0004
C -1.82711 -1.38500 -6.49512 0.1378 0.0800 0.2398
N -4.81443 -1.24707 -4.36871 1.3598 2.8462 2.7924
C -5.87122 -1.65759 -5.25632 -0.0318 -0.6007 -0.4503
C -4.73956 0.22004 -4.32021 0.1708 0.0637 -0.0826
H -5.54978 -4.56264 -3.86136 0.0093 -0.0379 -0.0287
H -4.05817 -5.50416 -3.72959 0.0182 0.0628 0.1074
H -4.39890 -4.64713 -5.20200 -0.0213 0.1408 0.0557
H -4.73004 -2.94794 -1.74883 0.0010 -0.1035 0.0841
H -2.95459 -2.88660 -1.71793 -0.0360 0.0234 -0.0540
H -3.76332 -4.44051 -1.72278 -0.0204 -0.0537 -0.1319
H -2.70922 -4.06392 -6.45370 0.0007 -0.0176 -0.0802
H -3.02301 -3.02611 -7.84968 0.1198 0.1270 0.0503
H -4.35278 -3.48580 -6.84763 -0.0016 -0.0228 0.1614
H -0.97056 -2.06624 -6.42603 0.0388 0.0523 0.0221
H -1.59109 -0.49116 -5.92026 0.0190 -0.0351 0.0170
H -1.94424 -1.07891 -7.53653 -0.1343 -0.0943 -0.0156
H -5.71774 -1.28857 -6.27892 0.1147 -0.0556 0.0282
H -6.81183 -1.24483 -4.88421 0.0941 0.0954 0.0939
H -6.01285 -2.73550 -5.29269 0.2115 -0.0508 0.0508
H -4.40432 0.64346 -5.27826 -0.1003 0.0190 -0.0039
H -4.03526 0.54226 -3.54805 -0.0120 -0.0349 -0.0238
H -5.70900 0.65343 -4.06947 -0.0384 -0.0865 -0.0267
```
Forces are in eV/Å.

E_LUMO ... -2.92 eV
Total charge ... +1
E_tot ... -7118.0841 Eh

Atom charges from the Löwdin analysis, given in e for atoms 1 to 4: -0.08, -0.30, -0.62, 0.78

=====

Entry 2:
Formula: C19H50F3N6O26P3
Source: the OMol25 dataset
Level of theory: ωB97M-V/def2-TZVPD

```
107
Properties=species:S:1:pos:R:3:forces:R:3
C -5.31422 -0.67421 -2.63443 0.0070 0.2381 0.5311
C -4.62924 -1.91533 -3.12941 0.2715 -0.2236 0.4870
O -4.35440 -1.73029 -4.53187 -0.6692 0.5036 0.0851
C -3.31880 -2.38100 -4.99220 -0.6336 0.3827 -0.9329
O -2.60166 -3.07946 -4.37170 1.2465 -1.1770 0.7141
C -3.18941 -2.15922 -6.51375 0.4396 0.4680 0.1888
F -3.34262 -0.86206 -6.82023 -0.1621 -0.0753 -0.0417
F -1.99343 -2.53436 -6.92946 0.3116 -0.1569 -0.0914
F -4.10172 -2.86941 -7.16611 -0.4249 -0.1443 -0.1691
H -4.74941 0.20704 -2.94033 -0.2143 0.0380 -0.4344
H -5.29447 -0.59555 -1.54329 -0.1045 -0.4602 -0.0249
H -6.35422 -0.65160 -2.95357 0.0567 0.3241 -0.1509
H -5.22203 -2.82543 -3.02928 -0.1713 0.0931 -0.0232
H -3.69462 -2.10894 -2.60324 0.0548 0.1846 -0.0897
C 3.05505 2.38297 0.99965 0.5713 -0.0204 0.6232
O 3.15426 3.55013 1.82925 -0.6033 0.1656 -0.3137
P 4.52591 4.19382 2.21571 0.2994 0.5995 0.3157
O 4.45030 5.38631 3.05505 -0.3701 -0.0734 0.1484
O 5.20548 4.42825 0.80657 -0.1760 -0.2109 0.1520
C 6.48113 5.06372 0.77796 0.6085 -0.2715 -0.8326
O 5.40382 3.03946 2.84575 0.3600 -0.7148 -0.1065
C 5.23651 2.55990 4.19751 -0.5479 1.1025 -0.0785
H 2.19111 2.46910 0.34979 -0.0984 0.1102 0.0818
H 2.95441 1.54635 1.69126 -0.1695 -0.1983 -0.2809
H 3.96748 2.27572 0.41009 -0.1002 -0.0221 -0.0995
H 7.22212 4.29624 0.54147 0.0781 0.0553 0.3151
H 6.73145 5.58698 1.69491 -0.1449 -0.0080 0.1332
H 6.49704 5.75264 -0.06491 -0.2042 0.1652 0.1392
H 6.21165 2.58065 4.67241 0.0682 -0.4527 -0.0680
H 4.72850 1.59958 4.18319 0.3092 -0.1804 0.0194
H 4.61095 3.26298 4.76020 0.0475 -0.0632 -0.1038
C 2.69599 -0.94387 3.31009 -0.4898 -0.1935 0.6023
O 2.39739 0.15442 4.20047 0.5172 0.3226 -0.2087
P 0.97938 0.84782 4.26427 -0.2397 -0.0741 -0.1007
O 0.61122 1.72806 3.15250 -0.0909 -0.2386 -0.4939
O -0.01361 -0.37214 4.41932 0.1171 -0.1216 0.2933
C 0.13833 -1.25932 5.54984 -0.5778 -0.1077 0.3408
O 1.01729 1.57964 5.65174 0.1523 0.0403 0.1391
C 1.21192 3.01615 5.67535 -0.5400 -0.0385 -0.5304
H 1.84713 -1.19247 2.66993 0.0578 0.1561 -0.0990
H 2.86686 -1.79642 3.96354 0.2213 -0.1385 -0.2597
H 3.58428 -0.71288 2.73040 0.0311 0.0825 0.0036
H -0.58106 -0.95519 6.31309 0.1327 0.0607 -0.0425
H 1.13908 -1.26015 5.98112 0.0707 0.2033 -0.2086
H -0.10968 -2.27462 5.24691 0.0505 0.1027 -0.2940
H 2.23300 3.26085 5.39358 0.1288 0.0178 0.4059
H 0.89902 3.34344 6.65800 0.3688 0.0335 0.1765
H 0.56136 3.49176 4.94106 -0.0495 -0.1375 0.0157
C -2.82071 3.87037 -2.20686 -0.1779 0.8000 0.2856
O -2.16468 2.92601 -3.03631 0.2791 -0.2904 0.1884
P -2.38612 3.00595 -4.60914 -0.6092 -0.7108 0.0988
O -2.37159 4.34956 -5.15707 0.1434 0.5076 -0.2505
O -1.33520 2.00369 -5.17218 0.0473 -0.2362 0.1228
C -1.18732 0.66072 -4.68650 0.7159 -0.6023 -0.1844
O -3.76067 2.21759 -4.83292 0.2438 0.3493 0.1904
C -4.94013 2.98458 -5.07208 -0.8213 -0.6008 -0.2059
H -2.16323 4.12938 -1.37763 0.0590 -0.1811 -0.0259
H -3.76726 3.50335 -1.79998 0.1097 -0.2852 -0.1701
H -3.02027 4.79531 -2.75384 0.0300 -0.0775 -0.0349
H -0.99772 0.00324 -5.53369 -0.0726 0.2265 -0.1517
H -2.03698 0.24216 -4.14723 -0.1821 0.4952 0.0724
H -0.28975 0.61564 -4.06941 -0.1664 0.0767 0.1782
H -5.24952 2.79914 -6.10036 0.0928 0.3110 -0.0738
H -4.81956 4.04493 -4.87646 0.1820 0.0519 -0.1092
H -5.74254 2.58616 -4.44652 0.1593 0.0345 0.1540
C -0.64144 0.28270 0.42785 -0.0152 0.3058 -0.2737
N -0.84387 -1.14758 0.09068 -0.5171 0.1180 -0.5076
O -1.69540 -1.41538 -0.75165 0.4300 0.1118 0.3962
O -0.20186 -1.96807 0.70234 0.1265 -0.1760 0.0615
H 0.34198 0.42054 0.85340 -0.1224 -0.1129 0.4217
H -1.45735 0.54116 1.09386 0.1754 0.0044 0.3006
H -0.72953 0.89502 -0.46135 -0.1237 -0.2310 -0.2994
C 1.96596 -4.86728 0.76589 -0.3284 0.3901 0.1014
N 2.23973 -4.20844 2.07901 0.9874 -0.1813 -0.0418
O 1.27479 -3.90214 2.74684 -0.0583 0.0129 0.0248
O 3.40500 -4.01557 2.40282 -0.7355 -0.0138 -0.1940
H 1.48168 -4.08916 0.17856 -0.1877 -0.1636 0.0094
H 1.28972 -5.68828 0.97787 -0.0290 -0.0348 -0.1658
H 2.87385 -5.17910 0.27124 0.2534 -0.0342 0.2753
C 3.88831 -0.36539 -1.52128 0.0989 0.0676 1.0197
N 2.61333 -0.99908 -1.09327 0.0101 -0.4793 -0.5300
O 1.57692 -0.42343 -1.31090 -0.4298 0.7781 -0.1335
O 2.66769 -2.10460 -0.60513 0.4472 -0.3207 0.4094
H 3.66437 0.40048 -2.24872 0.0891 -0.1554 -0.3087
H 4.55432 -1.17710 -1.78303 0.0171 0.0987 -0.4748
H 4.30242 0.09766 -0.62249 -0.0840 0.0424 -0.0463
C -2.06930 -4.76588 1.32767 0.3848 -0.7514 0.9720
N -1.54394 -6.16828 1.26960 -0.2188 0.1971 -0.0447
O -0.97816 -6.48134 0.24710 0.3522 -0.1227 -0.5778
O -1.67678 -6.89135 2.22586 -0.1189 -0.0263 0.3923
H -1.19293 -4.18564 1.61550 -0.0796 0.3110 -0.4415
H -2.75810 -4.74700 2.16559 -0.2856 0.1017 -0.2248
H -2.48676 -4.55869 0.35554 0.0188 0.3709 -0.0630
C 0.35202 -3.39605 -2.64411 0.2313 -1.2866 -0.0714
N 0.72520 -3.20418 -4.07349 -0.8885 0.2023 0.0102
O 0.18690 -2.31848 -4.70005 0.1093 0.5674 0.1551
O 1.45758 -4.02642 -4.55940 0.7838 -0.4447 -0.0712
H -0.02645 -4.42113 -2.64269 -0.3221 0.1797 0.0891
H -0.39572 -2.69824 -2.31011 0.0325 0.3262 -0.0575
H 1.25554 -3.46889 -2.04240 0.0314 0.5414 -0.1139
C -3.07523 1.87422 3.14591 0.9032 0.5713 0.0533
N -2.71528 1.81205 4.58807 -0.1596 -0.8330 0.5810
O -2.24052 2.82121 5.07137 -0.0970 -0.3202 -0.1488
O -2.95238 0.77863 5.19597 0.1956 0.5338 -0.2731
H -3.31403 0.91343 2.71189 -0.4285 -0.1679 0.4720
H -2.15827 2.22979 2.67718 -0.1476 0.3125 -0.1048
H -3.85554 2.62745 3.13244 -0.1294 -0.1048 -0.4926
```
Forces are in eV/Å.

E_LUMO ... -0.68 eV
Total charge ... 0
E_tot ... -4362.1224 Eh
SMILES ... CCOC(=O)C(F)(F)F.COP(=O)(OC)OC.COP(=O)(OC)OC.COP(=O)(OC)OC.C[N+](=O)[O-].C[N+](=O)[O-].C[N+](=O)[O-].C[N+](=O)[O-].C[N+](=O)[O-].C[N+](=O)[O-]

Atom charges from the Löwdin analysis, given in e for atoms 1 to 4: -0.05, -0.19, 0.04, -0.44

=====

Entry 3:
Formula: C19H50FeO7
Source: the OMol25 dataset
Level of theory: ωB97M-V/def2-TZVPD

```
77
Properties=species:S:1:pos:R:3:forces:R:3
Fe 2.73824 -0.80845 -1.66870 -0.9537 0.3290 -0.9974
C 2.41009 0.44435 -6.10167 -0.6094 -0.3276 1.0196
C 1.68141 -0.30019 -4.90145 0.3590 0.3688 0.1845
O 2.35516 -0.43580 -3.66170 -0.4050 -0.0508 -1.8199
H 2.38634 1.48127 -5.76649 0.6213 0.0786 -0.4374
H 1.76051 0.35081 -6.97195 -0.2628 -0.0127 0.2036
H 3.36900 0.03547 -6.42012 0.0895 0.2299 0.5718
H 1.51582 -1.31326 -5.26803 0.3515 -0.7950 0.0927
H 0.67453 0.10322 -4.79392 0.0966 0.3008 0.4109
C -1.10289 -1.19238 0.50621 0.8002 -0.4740 -0.9921
C -0.33255 -0.35144 -0.61261 0.3065 0.8688 1.1797
O 0.79592 -0.90037 -1.21637 -0.4353 -0.6146 0.6549
H -2.10216 -0.77490 0.62980 0.1181 0.0168 -0.2518
H -0.59539 -1.15342 1.47006 0.2051 0.0700 -0.2135
H -1.14418 -2.21971 0.14427 -0.3017 -0.0231 0.2069
H -0.08136 0.59928 -0.14236 0.1428 0.1899 -0.0215
H -1.06233 -0.12958 -1.39126 -0.1051 -0.5197 -0.4354
C 1.93730 -4.88758 -2.38960 -0.5773 -1.3506 1.3397
C 2.53414 -3.91775 -1.38976 -0.5294 -1.2354 -0.8660
C 3.55622 -4.53703 -0.48489 0.5626 0.3532 0.6939
O 3.19617 -2.89912 -2.16330 -0.3180 2.7137 0.3576
H 0.93758 -4.61761 -2.72986 0.4477 0.4283 -0.7016
H 1.70138 -5.76760 -1.79126 -0.0238 -0.2982 0.1427
H 2.63859 -5.30330 -3.11312 -0.0761 0.5208 -0.3632
H 1.66547 -3.47588 -0.90163 0.4128 0.4623 0.3877
H 4.25866 -3.79123 -0.11279 -0.2084 0.3805 0.2320
H 4.23072 -5.20436 -1.02138 -0.4040 -0.5001 -0.0368
H 3.10815 -4.98911 0.39996 0.0711 -0.3692 -0.2758
H 3.89671 -3.32783 -2.66034 0.3578 0.1632 -0.3173
C 2.22939 3.46832 -2.41087 0.0067 0.0902 -0.0154
C 3.06269 2.61218 -1.52603 2.6754 1.2524 2.0379
C 3.34249 3.18227 -0.09499 -1.2910 1.3181 -1.2832
O 2.49920 1.34984 -1.35297 -1.1044 -3.2680 -0.0640
H 2.82023 4.37504 -2.54076 -0.3351 0.0852 -0.5844
H 1.25779 3.74670 -2.00271 0.0101 0.0082 0.3655
H 2.02817 2.90607 -3.32273 0.2480 0.4350 -0.3601
H 4.04768 2.44517 -1.96194 -0.0845 -0.1136 -0.3758
H 3.66483 2.52320 0.71113 0.4182 -0.1525 -0.5609
H 2.40627 3.63480 0.23184 -0.2794 -0.1188 0.3057
H 3.95326 4.07134 -0.25185 0.5305 -0.2509 0.4136
H 1.58261 1.53241 -1.13357 -0.4744 -0.3066 0.2474
C -1.51939 -1.48403 4.55729 -0.1083 1.0450 0.8631
C -1.26653 -0.85641 5.98991 -0.0227 -0.9125 -2.0469
C -2.49239 0.01978 6.37336 0.9380 -2.2050 0.6611
O -1.02104 -2.00820 6.81550 -0.8941 1.1622 0.8666
H -1.37574 -0.72267 3.79060 0.3518 0.0495 -0.2540
H -2.55331 -1.80562 4.43203 0.0436 -0.3423 0.2767
H -0.82559 -2.31997 4.46820 -0.1049 0.0461 -0.4711
H -0.36192 -0.25858 5.87863 0.2053 0.1726 0.3817
H -3.25437 -0.75607 6.44780 -0.6502 0.3987 -0.2099
H -2.69149 0.73483 5.57514 -0.0617 0.0128 0.2565
H -2.43311 0.43469 7.37956 0.2586 0.4004 -0.2695
H -0.26298 -2.50131 6.49334 0.0572 0.2205 -0.1036
C -4.74339 -0.82857 -2.29100 -0.7306 1.1674 1.1090
C -4.31810 0.66277 -2.38038 2.6137 0.5587 0.5725
C -4.04980 1.38766 -0.99743 -2.4389 -1.2105 -0.1550
O -3.00527 0.75574 -3.04246 -0.2048 -0.3581 -0.2127
H -5.74845 -0.81519 -1.86937 -0.3633 -0.1990 -0.3575
H -4.21101 -1.35696 -1.50014 0.5924 0.1093 -0.0232
H -4.71718 -1.45160 -3.18501 0.0417 0.6076 -0.1814
H -4.92190 1.33641 -2.98843 -0.4400 -0.5522 0.0219
H -5.01839 1.42182 -0.49867 -0.3195 0.2161 0.1189
H -3.72687 2.42871 -1.00425 0.3945 -0.3045 -0.5232
H -3.52583 0.75424 -0.28166 0.7306 -0.0249 -0.2499
H -2.38858 0.58886 -2.32590 0.0349 0.0943 -0.1788
C -2.03366 2.65080 2.60116 -0.3121 1.0712 -0.2421
C -0.67074 2.48233 3.23834 -1.0516 1.1366 2.3156
C 0.37826 1.91248 2.38393 0.7986 -1.0305 -1.0932
O -0.14542 3.75482 3.79110 -0.1132 -1.3431 -1.2318
H -2.60772 1.73057 2.49281 0.3373 -0.2141 -0.3258
H -1.97022 3.23896 1.68566 0.0481 -0.3623 -0.4522
H -2.68545 3.28489 3.20216 0.1539 -0.0389 0.4613
H -0.86561 1.81697 4.07943 0.3717 -0.1762 0.3116
H 0.17566 0.90509 2.02033 -0.7981 -0.2361 0.2064
H 1.31229 1.71836 2.91120 0.2058 0.8584 -0.0550
H 0.45006 2.48702 1.46043 0.6218 0.4486 0.0963
H -0.72634 4.09344 4.47628 -0.2382 -0.1482 0.0430
```
Forces are in eV/Å.

E_LUMO (spin up / spin down) ... -7.18 / -10.33 eV
Total charge ... +2
E_tot ... -2543.4760 Eh
Energy relative to the best compared isomer or geometry (same formula, charge and spin) ... 0.423 eV
Multiplicity ... 7

Atom charges from the Löwdin analysis, given in e for atoms 1 to 4: 1.15, 0.00, -0.23, -0.08